No. 1
ORCA calculation (ωB97M-V with the def2-TZVPD basis set) on a molecular structure, C37H36Cl3IN10O2RbS2Sb.

Properties
- Gap between HOMO and LUMO: 5.6 eV
- F_max: 0.40 eV/A
- Total energy: -4868.6906 Ha
- LUMO level: 3.4220 eV

```
! RIJCOSX wB97M-V def2-TZVPD def2/J DEFGRID3
* xyz -2 1
I 6.099 0.990 -1.790
Sb -2.629 2.589 -0.486
Rb 0.628 0.149 -0.278
Cl 2.174 -5.316 0.029
Cl 0.900 -5.471 5.253
Cl 4.104 2.695 -6.853
S -3.330 -1.222 0.664
S -1.981 2.643 3.141
O 2.999 1.350 -1.212
O 0.921 -2.577 0.101
N -5.179 -0.601 -1.177
N 0.582 3.288 2.386
N -0.277 -1.392 2.268
N 2.737 -0.019 1.672
N 1.005 1.991 2.213
N -3.211 -1.365 -1.989
N 0.879 1.934 -2.864
N -0.877 5.010 2.526
N 0.650 -1.318 -3.431
N -1.831 -1.460 -1.996
C 2.142 1.993 -3.351
C 3.404 -1.864 3.611
C 1.960 -1.321 -3.696
C 0.883 -3.200 1.189
C 2.361 0.185 2.938
C 1.406 -5.171 2.613
C -0.860 -1.407 4.582
C 2.405 2.331 -4.706
C -3.899 -1.036 -0.859
C -1.362 -2.405 -2.711
C 2.776 -2.416 -3.465
C -1.320 4.214 -1.034
C 0.115 -2.436 -2.943
C -0.127 2.211 -3.656
C 2.692 -0.719 3.942
C -2.211 -3.456 -3.376
C 0.849 -3.584 -2.691
C -0.628 3.620 2.652
C 0.273 -2.624 2.406
C -4.126 3.952 0.236
C 1.616 2.082 4.568
C -3.648 2.469 -2.441
C 1.596 1.448 3.206
C 3.226 1.626 -2.403
C -0.827 -0.809 3.307
C 3.739 2.289 -5.177
C 4.761 1.918 -4.344
C 2.207 -3.565 -2.943
C 1.402 -4.504 1.385
C 0.271 -3.307 3.648
C 1.294 2.662 -5.514
C 3.790 -2.070 2.298
C -0.316 -2.647 4.749
C 3.427 -1.108 1.363
C 0.864 -4.594 3.723
C 4.517 1.599 -3.010
C 0.034 2.601 -4.994
H -3.385 3.330 -3.061
H -0.322 -3.136 5.715
H -1.314 4.912 -0.194
H 3.837 -2.352 -3.668
H -2.686 -3.057 -4.280
H 3.632 -2.599 4.375
H -3.760 4.366 1.176
H -5.206 0.081 -1.923
H -0.306 3.848 -1.195
H 0.383 -4.446 -2.233
H 2.815 -4.427 -2.703
H -3.375 1.553 -2.975
H -3.734 -1.617 -2.813
H 2.362 -0.565 4.960
H 2.350 2.896 4.586
H 3.697 -1.209 0.316
H -4.280 4.741 -0.504
H -1.600 -4.303 -3.682
H 2.372 -0.404 -4.097
H -5.672 -0.299 -0.350
H -1.313 -0.873 5.409
H -0.833 2.843 -5.597
H 1.877 1.370 5.350
H 1.850 -6.156 2.679
H -1.121 2.124 -3.231
H -1.253 0.178 3.152
H -4.731 2.480 -2.276
H 0.639 2.509 4.788
H -1.516 5.333 3.236
H 5.770 1.870 -4.734
H 4.332 -2.957 1.997
H -2.994 -3.802 -2.700
H -5.065 3.427 0.422
H -1.684 4.707 -1.938
H -0.008 5.529 2.505
H 1.458 2.950 -6.544
*
```

No. 2
ORCA calculation (ωB97M-V with the def2-TZVPD basis set) on a molecular structure, C37H37AsBrN6O2SZn.

Properties
- Gap between HOMO and LUMO: 6.6 eV
- F_max: 0.41 eV/A
- Total energy: -8898.6349 Ha
- LUMO level: 2.2224 eV

```
! RIJCOSX wB97M-V def2-TZVPD def2/J DEFGRID3
* xyz -1 1
Br -5.469 -1.182 -1.441
As -0.152 -0.862 -0.252
Zn 0.732 1.801 -1.717
S 1.700 0.676 -3.959
O -1.853 3.854 0.297
O -1.084 2.009 -0.707
N 1.266 0.225 -0.634
N 1.023 3.864 -1.178
N -0.437 2.290 -4.551
N -0.078 2.847 -3.383
N -5.363 1.862 1.312
N -0.075 0.540 -5.920
C 1.528 -4.850 0.261
C -3.299 1.992 0.087
C 3.460 1.190 -0.646
C -4.189 2.438 1.054
C -0.172 5.905 -1.457
C 1.206 -3.216 2.063
C -5.700 0.809 0.574
C 1.085 -3.575 0.600
C 0.927 -4.502 -2.002
C -0.104 -2.428 -2.857
C 3.177 -0.906 0.456
C 1.228 5.587 0.451
C 5.354 0.150 0.425
C -4.879 0.306 -0.422
C -0.231 0.407 2.495
C 0.467 -3.221 -1.707
C -0.625 -0.653 1.658
C -2.273 -0.274 5.642
C 4.519 -0.893 0.800
C -2.120 -1.420 3.404
C 0.550 -2.730 -0.387
C -2.168 -2.652 1.258
C 0.324 1.225 -4.816
C 0.741 1.487 2.095
C 0.361 6.386 -0.276
C -1.611 -1.545 2.115
C 0.165 4.629 -1.876
C -0.768 0.490 3.777
C 4.801 1.194 -0.306
C -1.701 -0.415 4.258
C 1.966 -6.710 -1.375
C -0.367 4.060 -3.124
C -1.969 2.699 -0.114
C 1.527 4.328 -0.043
C -3.649 0.883 -0.668
C 2.591 0.136 -0.283
C 1.467 -5.332 -1.034
H -2.838 -1.162 5.927
H 0.089 7.369 0.085
H 1.950 -5.475 1.043
H 0.543 -0.151 -6.302
H -3.925 3.305 1.645
H 0.871 -4.849 -3.027
H 1.303 -7.483 -0.978
H 2.188 3.656 0.492
H -0.928 4.677 -3.820
H 2.565 -1.732 0.766
H -0.089 -3.038 -3.762
H 0.466 -1.522 -3.066
H 0.471 1.929 1.142
H 1.115 -2.154 2.261
H -0.872 6.491 -2.036
H -2.965 0.495 -1.411
H -6.661 0.349 0.770
H -0.449 1.308 4.414
H -2.948 0.583 5.704
H -0.800 0.943 -6.489
H -1.497 -3.510 1.200
H 0.426 -3.724 2.636
H -3.121 -2.992 1.666
H -1.136 -2.129 -2.661
H -1.486 -0.122 6.383
H 1.656 5.914 1.386
H 1.759 1.103 2.001
H 3.078 2.025 -1.227
H 2.029 -6.849 -2.454
H -2.350 -2.325 0.231
H 5.419 2.026 -0.622
H -2.879 -2.122 3.735
H 2.958 -6.884 -0.956
H 2.169 -3.553 2.453
H 4.916 -1.723 1.373
H 6.402 0.153 0.694
H 0.741 2.270 2.856
*
```

No. 3
ORCA calculation (ωB97M-V with the def2-TZVPD basis set) on a molecular structure, C37H37CuN14O2Te.

Properties
- Gap between HOMO and LUMO (spin up / spin down): 7.7 / 7.4 eV
- F_max: 0.87 eV/A
- Total energy: -4257.7814 Ha
- LUMO level (spin up / spin down): 2.1098 / 1.8305 eV

```
! RIJCOSX wB97M-V def2-TZVPD def2/J DEFGRID3
* xyz -1 2
Te -5.218 -0.753 -0.983
Cu -0.683 0.371 1.456
O 4.793 -0.318 3.070
O 1.097 -0.043 1.695
N -1.529 -0.671 2.878
N -1.949 1.776 1.590
N -3.205 3.455 1.145
N -0.931 -1.051 -0.130
N -2.959 -1.227 4.441
N 0.807 1.778 -0.759
N -2.164 2.816 0.750
N -2.132 -2.257 4.179
N 1.316 3.958 -1.712
N 1.017 2.026 -3.167
N -3.734 2.876 2.238
N -1.291 -1.941 3.257
N 2.990 2.194 -1.745
N -3.136 0.980 3.537
C -0.633 -3.768 -3.664
C -3.388 -0.774 0.138
C 2.694 -0.146 4.096
C -3.779 3.183 -2.270
C 1.361 -1.872 0.140
C 0.321 1.345 -2.066
C 2.988 1.019 4.798
C -4.527 0.900 -2.135
C -3.573 3.040 -3.635
C -0.425 -4.292 -0.948
C 2.243 1.503 -0.683
C -0.275 -2.988 -1.413
C 3.951 -2.158 1.182
C 2.316 -2.729 -0.430
C 2.451 1.749 -3.031
C -0.666 -5.326 -1.838
C -4.262 2.118 -1.521
C 4.576 -3.816 -0.625
C 0.607 3.229 -0.649
C 1.651 -0.960 4.528
C -2.947 1.844 2.487
C 1.180 0.578 6.314
C 0.896 -0.597 5.630
C 3.070 -1.279 1.788
C -4.298 0.752 -3.499
C 3.603 -2.881 0.051
C -0.763 -5.069 -3.199
C 2.739 3.631 -1.616
C -2.562 -0.268 3.621
C -2.238 -1.168 -0.773
C 0.821 3.471 -2.999
C -0.396 -2.731 -2.774
C 1.768 -1.039 1.238
C 2.228 1.387 5.898
C -3.829 1.822 -4.249
C 3.597 -0.540 2.973
C 0.003 -1.883 -0.432
H 0.987 3.562 0.319
H 3.281 4.158 -2.406
H -2.231 -0.490 -1.635
H -0.457 3.447 -0.697
H 3.813 1.635 4.464
H 3.116 3.966 -0.647
H 2.984 2.261 -3.837
H 2.611 0.672 -3.122
H 2.412 0.430 -0.787
H 2.620 1.823 0.290
H -3.651 1.697 -5.310
H -0.724 -3.559 -4.722
H 1.417 -1.875 3.999
H -0.246 3.693 -3.073
H 1.351 3.989 -3.803
H 4.677 -3.569 -1.684
H 2.457 2.299 6.434
H -0.343 -4.486 0.115
H -4.411 2.247 -0.456
H 2.045 -3.296 -1.310
H 4.934 -2.274 1.623
H 0.076 -1.229 5.950
H -0.939 -5.880 -3.894
H 0.486 0.269 -2.165
H 0.585 0.858 7.175
H -3.258 0.226 0.537
H -0.750 1.555 -2.139
H -4.482 -0.205 -3.974
H -3.562 4.122 -1.776
H -3.212 3.876 -4.221
H -3.971 1.124 4.080
H -0.296 -1.715 -3.139
H -2.425 -2.178 -1.141
H 5.558 -3.744 -0.160
H -0.777 -6.338 -1.470
H -3.507 -1.474 0.965
H 4.236 -4.852 -0.556
*
```

No. 4
ORCA calculation (ωB97M-V with the def2-TZVPD basis set) on a molecular structure, C37H37GeN2O3PtTe.

Properties
- Gap between HOMO and LUMO: 8.0 eV
- F_max: 0.67 eV/A
- Total energy: -4231.4751 Ha
- LUMO level: -3.0220 eV

```
! RIJCOSX wB97M-V def2-TZVPD def2/J DEFGRID3
* xyz 1 1
Pt 2.552 0.476 0.451
Te 4.656 1.502 1.397
Ge -1.955 -2.989 -0.401
O 0.886 1.686 2.476
O 0.950 -0.823 0.005
O 2.359 -1.206 1.612
N 2.299 1.804 -1.067
N -0.426 2.113 0.688
C 0.719 2.979 -2.392
C -4.596 -5.868 -1.983
C -2.387 -0.183 -1.332
C -4.860 -1.568 2.362
C -2.417 0.830 -2.283
C -2.398 -6.495 -2.720
C 1.371 2.615 -3.554
C 4.995 4.398 1.080
C -1.984 -1.477 -1.661
C -2.686 -4.542 -1.321
C 5.341 6.746 1.491
C 5.477 5.639 0.672
C 1.199 2.571 -1.158
C -4.058 -4.785 -1.302
C 1.322 -1.578 0.960
C -3.465 -3.135 3.527
C -1.863 -5.412 -2.036
C 4.380 4.269 2.322
C 4.251 5.387 3.144
C 4.725 6.619 2.730
C -1.601 -1.720 -2.980
C -4.532 -2.247 3.526
C 0.519 3.041 0.110
C -0.090 -3.458 0.069
C 0.568 -2.818 1.302
C -1.219 0.556 2.388
C -2.720 -3.322 2.371
C 2.534 1.868 -3.452
C 2.957 1.480 -2.201
C -0.159 1.483 1.870
C -2.025 0.568 -3.588
C 5.130 3.195 0.177
C -3.766 -6.723 -2.694
C -3.015 -2.623 1.198
C -1.611 -0.710 -3.933
C 3.859 2.930 2.775
C -4.109 -1.758 1.209
H 3.102 1.572 -4.321
H 0.986 2.918 -4.518
H -0.763 -0.135 3.094
H -4.406 -1.240 0.305
H -1.746 -7.162 -3.270
H 4.196 2.670 3.776
H 1.267 3.234 0.877
H -4.718 -4.130 -0.744
H -5.116 -2.100 4.425
H -0.789 -5.255 -2.063
H 5.724 7.705 1.169
H 3.781 5.284 4.114
H -1.979 1.130 2.921
H -2.779 1.817 -2.013
H 4.625 7.480 3.378
H 3.844 0.875 -2.073
H -0.068 -4.544 0.178
H -4.185 -7.569 -3.224
H 6.139 3.082 -0.214
H -1.309 -2.720 -3.282
H -2.068 1.349 -4.338
H -0.161 -2.517 2.063
H -1.242 1.846 0.164
H 0.509 -3.230 -0.815
H -5.709 -0.896 2.347
H -3.218 -3.688 4.424
H -2.717 0.040 -0.324
H -0.171 3.592 -2.425
H 5.967 5.735 -0.290
H -1.319 -0.930 -4.953
H 0.022 3.984 -0.122
H -1.709 -0.003 1.593
H 1.258 -3.499 1.801
H 2.775 2.838 2.732
H -1.904 -4.038 2.388
H 4.431 3.232 -0.655
H -5.663 -6.046 -1.956
*
```

No. 5
ORCA calculation (ωB97M-V with the def2-TZVPD basis set) on a molecular structure, C37H37N4O2OsTe.

Properties
- Gap between HOMO and LUMO (spin up / spin down): 8.2 / 6.0 eV
- F_max: 0.26 eV/A
- Total energy: -2159.7736 Ha
- LUMO level (spin up / spin down): -5.5571 / -8.0505 eV

```
! RIJCOSX wB97M-V def2-TZVPD def2/J DEFGRID3
* xyz 2 6
Os -1.856 0.469 1.349
Te 1.767 0.938 -0.816
O -2.683 -1.343 4.914
O -3.175 2.233 0.692
N -2.794 -0.889 0.082
N -1.118 1.699 0.058
N -1.112 1.295 3.112
N -2.622 -0.802 2.678
C 0.524 0.633 -3.838
C -4.243 -2.770 -0.011
C -2.180 2.545 -0.050
C -0.041 2.910 4.482
C 3.751 -1.343 -2.287
C -3.403 5.588 -1.837
C 6.721 -2.198 1.635
C 0.310 -0.579 -2.971
C -4.320 -2.643 -1.386
C -2.345 -0.628 4.003
C -2.294 5.900 -2.616
C 5.158 -1.705 -0.263
C 3.777 0.177 1.261
C -1.104 4.023 -1.715
C -0.391 2.420 3.241
C 5.551 -1.465 1.052
C -0.124 -2.899 -1.485
C -1.189 1.056 5.483
C -3.616 -1.628 -2.022
C 3.048 1.185 2.109
C 3.398 -0.111 -0.059
C -1.513 0.622 4.219
C -0.442 2.220 5.618
C -3.368 4.492 -0.995
C 0.869 -1.953 0.588
C -3.479 -1.875 0.716
C 4.087 -1.047 -0.849
C -1.143 5.121 -2.555
C -0.288 -1.699 -3.546
C -1.119 -4.074 -3.470
C 0.714 -0.666 -1.634
C -2.217 3.704 -0.934
C -3.385 -1.943 2.220
C -0.498 -2.867 -2.830
C 4.852 -0.517 1.794
C -2.857 -0.774 -1.260
C 0.484 -1.822 -0.863
H -2.324 6.760 -3.272
H 0.234 -2.691 1.078
H -4.222 4.235 -0.382
H 2.027 0.858 2.333
H 2.961 -2.092 -2.366
H -0.394 -4.886 -3.535
H 5.159 -0.312 2.813
H 0.622 1.561 -3.272
H 6.890 -1.923 2.674
H 3.425 -0.452 -2.829
H 7.628 -1.978 1.070
H -4.390 -1.949 2.651
H 5.720 -2.416 -0.859
H -0.214 3.412 -1.642
H 1.906 -2.278 0.702
H -1.474 -3.859 -4.476
H -1.534 0.478 6.329
H -3.653 -1.498 -3.094
H -2.274 0.027 -1.693
H -0.112 2.915 2.320
H 3.562 1.327 3.058
H -4.290 6.203 -1.889
H -0.309 -3.799 -0.908
H -0.284 5.377 -3.159
H -1.957 -4.443 -2.875
H 4.628 -1.729 -2.801
H -0.587 -1.651 -4.588
H 6.564 -3.276 1.585
H 2.992 2.163 1.622
H 0.768 -1.010 1.134
H 1.426 0.519 -4.443
H 0.532 3.823 4.553
H -4.785 -3.547 0.511
H -2.913 -2.883 2.524
H -4.930 -3.329 -1.960
H -0.312 0.763 -4.524
H -0.181 2.588 6.601
*
```